No. 1
This record from OMol25 describes 2 unconnected molecules or ions with the total composition C3H11NO3 at a distorted geometry. The level of theory is ωB97M-V with the def2-TZVPD basis set.

Structure (XYZ):
```
18
Properties=species:S:1:pos:R:3:forces:R:3:lowdin_charge:R:1
N 0.158145 -1.471022 0.808500 2.6 1.9 -1.6 0.060
C -0.709962 -0.340339 0.418118 -1.3 -1.7 0.3 -0.386
C -1.025211 0.514138 1.616561 -2.8 2.1 0.2 -0.240
O -1.342157 -0.227153 2.801076 0.8 0.4 0.3 -0.079
C -0.379376 0.361241 -0.930287 1.5 -1.7 1.3 -0.167
O 0.734852 1.220632 -0.598736 -0.2 0.1 -1.7 -0.086
H -0.230144 -2.343455 1.034749 -1.5 -0.7 0.7 0.057
H 0.674962 -1.705050 -0.030929 0.5 0.0 0.0 0.061
H -1.607563 -0.814381 0.251880 -2.6 -1.0 -0.8 0.100
H -1.989184 1.180063 1.483362 1.6 -1.2 -0.7 0.154
H -0.268081 1.239608 1.695529 1.4 0.7 0.9 0.089
H -1.329903 0.394271 3.568266 0.0 -0.8 -1.1 0.106
H -1.145457 1.056421 -1.252329 -0.3 -0.3 -0.1 0.115
H -0.214561 -0.526915 -1.770462 -0.1 2.4 1.9 0.172
H 1.447808 0.697222 -0.242415 0.3 -0.4 0.3 0.078
O 2.467352 -0.109140 -3.027990 -0.2 -1.6 0.0 -0.031
H 2.946875 0.616748 -3.375015 0.7 1.1 -0.5 0.019
H 1.811605 0.257112 -2.449879 -0.5 0.6 0.5 -0.023
```
Positions in Å, forces in eV/Å.

Properties
Total energy = -10920.08598 eV
Lowest unoccupied orbital energy = 0.028 Ha
Energy above the lowest of the compared OMol25 structures with the same formula, charge and spin = 281.7 kJ/mol
Total charge = 0
Multiplicity = 1
Frontier orbital gap = 10.17 eV
Structure (SMILES) = NC(CO)CO.O


No. 2
This record from OMol25 describes 4 unconnected molecules or ions with the total composition C3H15NO3S at a distorted geometry. The level of theory is ωB97M-V with the def2-TZVPD basis set.

Structure (XYZ):
```
23
Properties=species:S:1:pos:R:3:forces:R:3:lowdin_charge:R:1
N 1.026829 0.138172 -1.977318 0.4 -0.7 -0.2 -0.018
C 0.607827 -0.053678 -0.583726 -0.3 -0.3 -1.6 -0.301
C -0.625526 0.744058 -0.198019 -1.4 -1.1 0.8 -0.260
C -1.000107 0.671644 1.323279 -0.5 -0.1 -0.9 -0.577
S 0.249921 0.777484 2.649408 0.7 -0.1 -0.7 0.659
H 1.163486 1.034399 -2.410150 -0.2 0.4 0.5 0.056
H 0.482477 -0.451918 -2.588304 0.0 0.2 -0.1 0.060
H 0.343780 -1.126939 -0.660661 0.1 0.4 1.0 0.125
H 1.442437 0.059224 0.116531 -0.1 0.2 -0.3 0.075
H -0.714608 1.720641 -0.655524 0.8 0.6 0.3 0.093
H -1.526784 0.257247 -0.650693 0.8 0.1 0.1 0.100
H -1.535817 -0.272712 1.445474 0.2 0.0 0.2 0.056
H -1.770032 1.443136 1.477388 0.5 -0.1 0.4 0.067
H 1.250494 -0.005658 2.093069 -1.0 0.6 0.4 -0.134
O -0.748533 -4.185180 -6.171945 0.5 -0.7 0.0 -0.066
H -1.605847 -3.773924 -6.083846 -0.4 -0.1 0.1 0.023
H -0.869037 -5.150079 -6.100555 -0.1 0.8 0.0 0.044
O -2.911328 1.194276 -2.909229 0.3 0.0 -0.7 -0.061
H -3.218489 1.373212 -2.024099 0.0 0.3 0.3 0.018
H -2.498091 2.000435 -3.258422 -0.3 -0.3 0.4 0.045
O 3.327503 0.443327 5.973088 0.1 -0.6 0.1 -0.058
H 2.438661 0.798312 6.039795 0.1 0.3 -0.1 0.028
H 3.937276 1.155824 5.781585 -0.2 0.3 0.0 0.028
```
Positions in Å, forces in eV/Å.

Properties
Total energy = -21821.14751 eV
Lowest unoccupied orbital energy = 0.021 Ha
Energy above the lowest of the compared OMol25 structures with the same formula, charge and spin = 97.9 kJ/mol
Total charge = 0
Multiplicity = 1
Frontier orbital gap = 9.48 eV
Structure (SMILES) = NCCCS.O.O.O


No. 3
This record from OMol25 describes a molecular structure, C5H9NO at a distorted geometry. The level of theory is ωB97M-V with the def2-TZVPD basis set.

Structure (XYZ):
```
16
Properties=species:S:1:pos:R:3:forces:R:3:lowdin_charge:R:1
C -0.841018 -0.585799 0.820805 0.8 0.9 -0.2 -0.064
C -1.204601 0.276436 -0.337962 -0.3 0.0 -0.1 -0.301
N -0.611022 1.607633 -0.221045 -0.1 0.4 -0.1 0.068
C -0.018151 0.642802 -1.151812 0.1 0.0 -0.4 -0.268
C 1.245220 0.007020 -0.636304 -0.1 0.1 0.0 -0.096
C 0.923119 -0.359623 0.800472 -2.0 1.3 -0.3 -0.328
O 1.424657 -1.591276 1.234800 -1.7 -0.3 0.0 -0.062
H -1.229610 -0.240115 1.787341 0.2 0.1 -0.3 0.112
H -1.279391 -1.612975 0.669567 1.0 0.5 0.0 0.131
H 0.399374 -1.634589 1.158715 2.1 -3.4 1.2 0.051
H -2.173560 0.168524 -0.816448 0.1 0.1 0.0 0.137
H -1.174519 2.283489 -0.722830 0.0 0.0 0.0 0.096
H -0.121366 0.811637 -2.217933 0.0 0.1 0.0 0.136
H 2.108766 0.679859 -0.678655 -0.1 0.0 0.0 0.123
H 1.489184 -0.901135 -1.204189 -0.1 0.2 0.2 0.128
H 1.062922 0.448109 1.515484 0.2 0.1 -0.1 0.137
```
Positions in Å, forces in eV/Å.

Properties
Total energy = -8865.32253 eV
Lowest unoccupied orbital energy = 0.035 Ha
Energy above the lowest of the compared OMol25 structures with the same formula, charge and spin = 375.3 kJ/mol
Total charge = 0
Multiplicity = 1
Frontier orbital gap = 10.61 eV


No. 4
This record from OMol25 describes C5H9NO2 in the gas phase. The level of theory is ωB97M-V with the def2-TZVPD basis set.

Structure (XYZ):
```
17
Properties=species:S:1:pos:R:3:forces:R:3:lowdin_charge:R:1
C 0.449474 1.970797 -1.133452 0.0 0.1 0.0 -0.036
C -1.262963 0.792816 0.339842 0.2 -0.1 0.1 -0.049
C -0.189263 0.895472 -0.329583 -0.1 -0.1 0.1 -0.192
N -0.666912 -2.430101 0.906940 0.1 0.4 -0.1 0.042
C 0.619361 -0.545067 -0.251464 0.3 -0.1 0.2 -0.329
C 1.946466 -0.562770 0.118836 -0.2 0.1 -0.1 -0.045
O -0.437734 -1.026443 0.848575 -0.3 0.1 -0.1 -0.256
O -2.325249 1.100704 1.025187 0.3 -0.3 -0.1 0.141
H -3.115203 0.686155 0.647135 0.1 0.1 0.0 0.142
H -1.609367 -2.588099 0.559209 0.1 0.0 0.1 0.072
H -0.639253 -2.677678 1.891192 0.0 0.0 -0.1 0.076
H 0.369830 -1.111647 -1.147717 0.0 0.1 0.0 0.126
H 0.003497 2.950704 -0.963562 0.0 -0.1 0.0 0.080
H 0.390418 1.732212 -2.199426 0.0 0.0 0.1 0.089
H 1.511854 1.983200 -0.865734 -0.1 -0.1 0.0 0.081
H 2.676335 -1.096948 -0.471531 -0.1 0.0 0.0 0.022
H 2.278709 -0.073307 1.025552 0.0 0.0 0.0 0.034
```
Positions in Å, forces in eV/Å.

Properties
Total energy = -10908.49859 eV
Lowest unoccupied orbital energy (spin up / spin down) = 0.004 / 0.004 Ha
Energy above the lowest of the compared OMol25 structures with the same formula, charge and spin = 779.3 kJ/mol
Total charge = 0
Multiplicity = 1
Frontier orbital gap (spin up / spin down) = 6.52 / 6.52 eV


No. 5
This record from OMol25 describes C5H6OS in the gas phase at a distorted geometry. The level of theory is ωB97M-V with the def2-TZVPD basis set.

Structure (XYZ):
```
13
Properties=species:S:1:pos:R:3:forces:R:3:lowdin_charge:R:1
C -0.977270 -1.180885 0.931687 3.0 -0.2 -1.3 -0.162
C 1.258768 -1.076997 -0.584020 -1.6 -2.2 1.4 -0.673
C -0.839975 0.249054 0.898373 -2.2 1.8 -2.8 -0.175
C 0.984017 0.325320 -0.725063 0.8 1.7 -1.8 -0.348
C -0.429182 0.826608 -0.542236 -2.8 -3.6 0.1 -0.183
O -1.373700 -2.080612 1.531732 -0.8 -0.5 0.5 0.175
S 2.443558 -2.141660 -0.641224 -0.7 1.0 -0.2 0.649
H -1.812928 0.732859 0.963344 -0.5 -0.2 0.9 0.121
H -0.196707 0.674966 1.610931 1.0 0.1 1.3 0.114
H 1.506063 0.813554 0.073848 1.0 0.5 0.4 0.112
H 1.428872 0.632595 -1.693152 -0.1 0.2 0.4 0.130
H -1.214618 0.388363 -1.306056 1.7 0.3 1.3 0.148
H -0.776897 1.836836 -0.518165 1.2 1.1 -0.1 0.093
```
Positions in Å, forces in eV/Å.

Properties
Total energy = -18160.22983 eV
Lowest unoccupied orbital energy (spin up / spin down) = -0.001 / 0.003 Ha
Energy above the lowest of the compared OMol25 structures with the same formula, charge and spin = 425.3 kJ/mol
Total charge = 0
Multiplicity = 1
Frontier orbital gap (spin up / spin down) = 6.45 / 6.63 eV


No. 6
This record from OMol25 describes a molecular structure, C42H45AsGeN2O3S4SbSeW at a distorted geometry. The level of theory is ωB97M-V with the def2-TZVPD basis set.

Structure (XYZ):
```
101
Properties=species:S:1:pos:R:3:forces:R:3:lowdin_charge:R:1
W -1.485446 -1.126575 1.120030 0.1 -0.2 1.3 0.933
C 0.039094 -3.037623 -2.306034 -0.3 -0.2 0.3 -0.113
O -1.045705 -2.395407 -1.630384 0.3 0.0 -0.1 -0.159
C -2.287346 -2.740350 -2.006151 -0.1 0.1 -0.1 -0.255
C -2.584876 -3.712683 -2.955066 0.0 0.0 0.0 -0.005
C -3.905019 -3.955899 -3.303774 0.0 0.0 0.0 -0.081
C -4.937678 -3.234633 -2.726697 0.0 0.0 0.0 -0.094
C -4.641733 -2.258231 -1.789554 0.1 0.0 0.1 -0.023
C -3.327634 -2.008115 -1.427217 0.0 -0.2 0.0 -0.210
N -3.015886 -0.981410 -0.472900 -0.2 0.2 -0.1 -0.074
N -3.752906 0.026664 -0.659055 0.0 -0.1 -0.1 0.110
C -3.836530 1.066842 0.219030 0.0 0.1 0.1 -0.162
C -3.569337 0.938514 1.590890 0.0 0.0 -0.1 -0.314
O -2.993230 -0.105594 2.073665 -0.4 0.2 0.1 -0.320
C -4.029278 1.958222 2.486726 0.0 0.1 0.0 0.024
C -4.612351 3.080766 2.013622 0.0 0.0 0.0 -0.012
C -4.839586 3.279016 0.613432 0.0 0.0 0.0 -0.171
C -5.430298 4.459401 0.126230 0.0 0.0 0.0 -0.045
C -5.663412 4.626276 -1.215006 0.0 0.0 0.0 -0.096
C -5.309050 3.606248 -2.111119 0.0 0.0 0.0 -0.085
C -4.724187 2.448479 -1.660140 0.0 0.0 0.0 -0.026
C -4.477941 2.258835 -0.286552 0.0 0.0 0.0 -0.105
H 0.019732 -2.764609 -3.366733 0.1 0.0 0.0 0.098
H -0.013131 -4.113984 -2.158658 0.0 -0.1 0.0 0.075
H 0.938750 -2.678608 -1.819274 -0.1 -0.2 0.0 -0.016
H -1.791247 -4.280631 -3.414501 0.0 0.0 0.0 0.106
H -4.122437 -4.724394 -4.034779 0.0 0.0 0.0 0.102
H -5.966876 -3.440929 -2.987756 0.0 0.0 0.0 0.097
H -5.426736 -1.694055 -1.306356 0.0 0.0 0.0 0.112
H -3.844323 1.803690 3.541701 0.0 0.0 0.0 0.121
H -4.918265 3.864058 2.698179 0.0 0.0 0.0 0.114
H -5.699088 5.236919 0.832150 0.0 0.0 0.0 0.108
H -6.116133 5.538293 -1.581959 0.0 0.0 0.0 0.096
H -5.491877 3.735833 -3.170543 0.0 0.0 0.0 0.099
H -4.442674 1.665989 -2.351512 0.0 0.0 0.0 0.107
S -0.333584 -4.597456 4.030376 0.0 0.1 0.0 -0.070
As -0.549578 -4.174908 1.983049 0.3 -0.2 0.0 -0.427
S 0.569324 -2.264384 1.343018 -0.1 -0.1 -0.5 0.057
S -2.556549 -3.277824 1.523502 0.2 0.3 -0.3 0.086
S -0.070838 -5.726500 0.654865 0.0 0.2 -0.1 -0.150
C -0.914198 1.433798 -0.958701 0.0 -0.1 -0.1 -0.054
C -0.890298 0.472368 0.182195 0.4 0.2 -0.1 -0.588
O -0.357742 0.799409 1.297634 -0.3 -0.1 -0.1 -0.249
H -1.477280 2.325124 -0.671824 0.0 0.0 0.0 0.088
H -1.366269 0.995435 -1.848610 0.0 0.0 0.0 0.064
H 0.104251 1.759933 -1.182545 0.0 0.0 0.0 0.053
C 3.589124 3.921329 0.207585 0.0 0.0 0.0 -0.094
C 3.716538 3.725223 -1.161276 0.0 0.0 0.0 -0.096
C 3.326008 2.521124 -1.731357 0.0 0.0 0.0 -0.116
C 2.803711 1.499893 -0.941333 0.0 0.0 0.0 -0.394
C 2.664506 1.712761 0.430345 0.0 0.0 0.0 -0.143
C 3.061727 2.915146 1.003240 0.0 0.0 0.0 -0.080
Sb 2.144625 -0.400302 -1.685620 0.2 0.3 0.2 1.563
C 1.997842 0.131186 -3.763372 0.0 0.0 0.0 -0.370
C 3.095867 0.389757 -4.583567 0.0 0.0 0.0 -0.139
C 2.920335 0.732384 -5.917098 0.0 0.0 0.0 -0.093
C 1.641187 0.815624 -6.452523 0.0 0.0 0.0 -0.101
C 0.540362 0.548582 -5.652736 0.0 0.0 0.0 -0.093
C 0.721565 0.204689 -4.318447 0.0 0.0 0.0 -0.141
C 4.105106 -1.254145 -1.856905 0.0 0.1 0.0 -0.379
C 5.137537 -0.864478 -1.007980 0.0 0.0 0.0 -0.120
C 6.380615 -1.480226 -1.076255 0.0 0.0 0.0 -0.093
C 6.605562 -2.494919 -1.995335 0.0 0.0 0.0 -0.102
C 5.582363 -2.894241 -2.843839 0.0 0.0 0.0 -0.095
C 4.340381 -2.278893 -2.770967 0.0 0.0 0.0 -0.142
H 3.891651 4.862002 0.651300 0.0 0.0 0.0 0.096
H 4.118366 4.512747 -1.787556 0.0 0.0 0.0 0.096
H 3.425032 2.385292 -2.801576 0.0 0.0 0.0 0.084
H 2.214129 0.950593 1.058189 0.0 0.0 0.0 0.076
H 2.941089 3.065192 2.068820 0.0 0.0 0.0 0.081
H 4.099697 0.310288 -4.180721 0.0 0.0 0.0 0.098
H 3.783025 0.931194 -6.541542 0.0 0.0 0.0 0.099
H 1.504830 1.080326 -7.493743 0.0 0.0 0.0 0.096
H -0.459045 0.600207 -6.066948 0.0 0.0 0.0 0.100
H -0.146446 -0.014928 -3.703962 0.0 0.0 0.0 0.080
H 4.976526 -0.068260 -0.289564 0.0 0.0 0.0 0.091
H 7.174064 -1.167543 -0.408540 0.0 0.0 0.0 0.099
H 7.573752 -2.977014 -2.047240 0.0 0.0 0.0 0.096
H 5.749417 -3.690075 -3.559256 0.0 0.0 0.0 0.099
H 3.549433 -2.602387 -3.440109 0.0 0.0 0.0 0.098
C 2.100360 1.440807 4.028090 0.0 0.0 0.1 -0.225
Ge 1.602143 0.195422 5.454063 0.0 0.1 0.0 0.738
C 0.475051 1.093871 6.782217 0.0 0.0 0.0 -0.228
C 3.209868 -0.500748 6.330378 0.0 0.0 0.0 -0.223
C 0.606420 -1.269899 4.630095 0.0 -0.1 0.0 -0.588
Se -1.035895 -0.595423 3.835694 0.0 -0.1 -0.1 0.913
C -2.330156 -1.661088 4.807534 0.0 0.0 0.0 -0.362
H 2.420342 2.403501 4.430308 0.0 0.0 0.0 0.021
H 1.252917 1.603218 3.358230 0.0 0.0 0.0 0.011
H 2.919927 1.017335 3.444355 0.0 0.0 0.0 0.023
H 1.022480 1.893898 7.282683 0.0 0.0 0.0 0.012
H 0.140308 0.381318 7.537915 0.0 0.0 0.0 0.017
H -0.403572 1.522037 6.298576 0.0 0.0 0.0 0.005
H 3.752364 0.298987 6.836968 0.0 0.0 0.0 0.012
H 3.873152 -0.958678 5.596060 0.0 0.0 0.0 0.018
H 2.943419 -1.259580 7.066792 0.0 0.0 0.0 0.016
H 0.341511 -2.078917 5.307477 0.0 0.0 0.0 -0.006
H 1.171139 -1.722276 3.815622 0.0 0.0 0.0 -0.046
H -2.353842 -1.320143 5.841103 0.0 0.0 0.0 0.024
H -2.043617 -2.708180 4.726920 0.0 0.0 0.0 -0.053
H -3.287365 -1.488930 4.321890 0.0 0.0 0.0 0.016
```
Positions in Å, forces in eV/Å.

Properties
Total energy = -287814.80584 eV
Lowest unoccupied orbital energy = 0.044 Ha
Energy above the lowest of the compared OMol25 structures with the same formula, charge and spin = 8.3 kJ/mol
Total charge = -1
Multiplicity = 1
Frontier orbital gap = 5.34 eV


Q: Which value of total energy does entry 5 give?
A: -18160.22983 eV


Please write out number 3 again, unchanged.
This record from OMol25 describes a molecular structure, C5H9NO at a distorted geometry. The level of theory is ωB97M-V with the def2-TZVPD basis set.

Structure (XYZ):
```
16
Properties=species:S:1:pos:R:3:forces:R:3:lowdin_charge:R:1
C -0.841018 -0.585799 0.820805 0.8 0.9 -0.2 -0.064
C -1.204601 0.276436 -0.337962 -0.3 0.0 -0.1 -0.301
N -0.611022 1.607633 -0.221045 -0.1 0.4 -0.1 0.068
C -0.018151 0.642802 -1.151812 0.1 0.0 -0.4 -0.268
C 1.245220 0.007020 -0.636304 -0.1 0.1 0.0 -0.096
C 0.923119 -0.359623 0.800472 -2.0 1.3 -0.3 -0.328
O 1.424657 -1.591276 1.234800 -1.7 -0.3 0.0 -0.062
H -1.229610 -0.240115 1.787341 0.2 0.1 -0.3 0.112
H -1.279391 -1.612975 0.669567 1.0 0.5 0.0 0.131
H 0.399374 -1.634589 1.158715 2.1 -3.4 1.2 0.051
H -2.173560 0.168524 -0.816448 0.1 0.1 0.0 0.137
H -1.174519 2.283489 -0.722830 0.0 0.0 0.0 0.096
H -0.121366 0.811637 -2.217933 0.0 0.1 0.0 0.136
H 2.108766 0.679859 -0.678655 -0.1 0.0 0.0 0.123
H 1.489184 -0.901135 -1.204189 -0.1 0.2 0.2 0.128
H 1.062922 0.448109 1.515484 0.2 0.1 -0.1 0.137
```
Positions in Å, forces in eV/Å.

Properties
Total energy = -8865.32253 eV
Lowest unoccupied orbital energy = 0.035 Ha
Energy above the lowest of the compared OMol25 structures with the same formula, charge and spin = 375.3 kJ/mol
Total charge = 0
Multiplicity = 1
Frontier orbital gap = 10.61 eV


Q: Which of these has the highest energy above the lowest of the compared OMol25 structures with the same formula, charge and spin?
A: C5H9NO2


Q: What is the energy above the lowest of the compared OMol25 structures with the same formula, charge and spin in the second record?
A: 97.9 kJ/mol